1.
{"formula": "C39H48FGe2N4O2Sr", "method": "wB97M-V/def2-TZVPD", "elements": ["H", "H", "H", "C", "H", "H", "C", "C", "C", "H", "H", "H", "H", "H", "C", "O", "N", "C", "H", "C", "N", "C", "C", "C", "H", "C", "C", "H", "H", "C", "H", "H", "F", "C", "C", "H", "C", "C", "C", "H", "C", "H", "H", "H", "H", "H", "C", "C", "H", "C", "C", "O", "N", "C", "C", "Sr", "H", "H", "H", "C", "C", "H", "H", "H", "C", "H", "C", "C", "H", "H", "C", "H", "C", "C", "H", "C", "H", "H", "C", "H", "H", "H", "H", "C", "C", "C", "H", "H", "H", "Ge", "N", "H", "H", "H", "C", "Ge", "H"], "xyz": [[2.8632, 6.5681, -0.6631], [1.2919, -3.6226, 5.1648], [0.3095, -0.8640, 2.0946], [-2.5394, 0.0698, 3.3179], [-2.0572, -6.1350, 4.2128], [3.3339, -0.8317, 2.6009], [-1.0102, 4.0130, -2.5243], [2.3700, -1.3518, 2.5432], [3.4805, -1.0634, -1.8749], [2.3877, 3.4888, 1.4585], [1.0870, 0.1725, 3.3127], [5.4728, -1.9091, -1.8676], [-0.8155, 0.6126, -5.9785], [0.9216, 2.4023, -6.2254], [0.0213, 2.5771, -5.6200], [-0.3929, 1.4383, -1.3830], [2.2726, -1.6963, 0.1007], [0.3429, -3.7701, 4.6657], [-6.4965, -3.0407, 1.6904], [0.3835, 3.5747, -4.5198], [-0.8428, 3.9598, -3.7954], [3.3930, -1.3833, -0.4391], [4.6805, -1.4932, -2.4861], [6.0714, -2.0080, -4.5089], [1.5287, -3.0288, 1.5043], [-0.5418, 1.2380, -5.1217], [0.7179, 1.4296, 1.0863], [4.3453, -1.4604, 0.1139], [-4.0408, -0.4273, -0.7768], [4.8317, -1.4637, -3.8698], [-3.0485, -4.3203, 2.8790], [3.8336, -1.0065, -5.7121], [-2.0780, 0.7178, 0.3653], [1.2435, -0.3533, 2.3623], [-3.7542, -3.6800, -0.1197], [-1.6763, 4.1525, -4.3512], [-4.8360, -0.7217, -0.0618], [-0.2171, -2.7358, 3.9092], [2.3820, -0.5394, -2.5912], [0.4365, 0.5160, -3.2891], [-2.1045, -4.1528, 3.3716], [-4.6718, 0.1189, 2.9657], [-5.8856, -1.8802, 2.9319], [-0.7130, 3.0309, -6.2984], [-4.6601, -3.9886, -0.6803], [-5.2656, -3.5756, 2.8989], [-1.5436, -5.1860, 4.1288], [-1.4461, -2.9198, 3.2594], [-3.1753, 3.1981, 5.5379], [1.7722, 4.7891, -0.1647], [-1.7029, 1.8242, 4.7752], [1.2930, -0.0958, -2.0616], [1.6599, 0.6062, 1.3378], [2.3836, -2.3490, 1.4026], [0.8421, 4.9062, -1.1950], [-0.0645, -0.6546, -0.0552], [-5.0677, 2.0977, 4.3738], [0.1133, -5.7949, 5.3620], [-3.3866, -4.5337, 0.4841], [0.1254, 2.5320, -0.9531], [0.0440, 3.7966, -1.5494], [-0.4649, 0.3290, 3.8709], [-0.8763, 2.3065, 5.2808], [6.2266, -1.5736, -5.5016], [-3.8362, 0.5828, 3.4643], [-2.0245, 4.2243, -2.1520], [1.7621, 3.6131, 0.5791], [3.7597, -1.0084, -4.6289], [-5.0980, 0.1464, 0.5756], [2.2380, -1.8945, 3.4862], [-5.6074, -2.7269, 2.2744], [-0.2975, 1.3363, 1.5140], [-2.9982, 2.3275, 4.9199], [-4.0643, 1.7072, 4.2636], [0.3132, -1.7989, 3.8293], [1.5196, -0.0363, -4.8568], [-5.7344, -1.0509, -0.6229], [0.4994, -2.3898, 1.4916], [0.9227, 2.5559, 0.1903], [1.6234, -0.0849, -5.9516], [1.1344, 3.1760, -3.8323], [0.7807, 4.4932, -4.9647], [6.9548, -1.7704, -3.9068], [2.5873, -0.5539, -3.9914], [-1.4734, 0.6995, 3.9764], [2.6821, 5.9187, 0.2006], [0.7402, 5.8499, -1.7216], [2.2440, 6.5163, 1.0047], [-1.4232, 1.3553, -4.4870], [-4.1957, -2.1867, 1.0452], [0.4764, 0.5314, -4.3650], [3.2759, -2.9849, 1.4691], [-2.9656, -3.3673, -0.8343], [3.6568, 5.5387, 0.5252], [-0.3206, -4.9947, 4.7765], [-2.2126, -1.4844, 2.2138], [5.9942, -3.0953, -4.6095]], "forces_ev_per_a": [[-0.061, -0.001, 0.190], [0.067, -0.004, 0.057], [0.088, -0.171, 0.650], [-0.035, 0.144, 0.374], [-0.008, -0.052, 0.017], [-0.204, 0.116, -0.069], [0.041, -0.416, 0.774], [-0.100, -0.432, 0.340], [1.807, -0.700, 1.067], [-0.083, 0.036, -0.068], [0.222, -0.016, -0.382], [-0.118, 0.128, 0.009], [-0.109, 0.214, 0.035], [-0.197, -0.014, 0.168], [-0.238, 0.125, -0.196], [-0.208, 2.249, -0.556], [1.753, -0.758, -0.132], [-0.466, 0.226, -0.349], [0.333, 0.118, 0.410], [-0.139, 0.193, -0.314], [-0.381, 0.058, -0.099], [-1.080, -0.264, 0.098], [-1.735, 0.723, 0.364], [0.248, 0.087, -0.148], [0.424, -0.057, -0.079], [0.459, -0.175, -0.454], [0.998, 0.815, 0.700], [-0.249, -0.184, -0.195], [-0.454, 0.015, 0.553], [-0.426, 0.133, -0.905], [-0.192, 0.035, -0.067], [-0.089, 0.061, 0.039], [0.275, -0.714, 0.296], [1.829, 0.794, 0.749], [0.052, -0.557, -0.353], [0.355, -0.087, -0.136], [-0.331, 0.332, -0.477], [-0.325, -1.022, 0.583], [-0.282, 0.035, 0.149], [0.273, -0.031, -0.370], [0.885, 0.059, 0.529], [-0.088, -0.110, -0.105], [0.100, -0.514, -0.289], [0.075, -0.014, 0.053], [0.529, 0.062, 0.206], [-0.282, 0.464, -0.248], [0.392, 0.302, -0.043], [-0.422, -0.414, 0.838], [-0.004, 0.016, 0.018], [-0.292, 0.326, -0.432], [-0.364, -0.222, -0.260], [1.475, -0.953, -0.796], [-0.481, 1.124, 1.113], [2.155, -0.529, 0.239], [0.434, -0.790, 0.307], [-2.415, -0.692, -1.968], [-0.036, 0.016, 0.014], [0.002, -0.018, 0.018], [-0.139, 0.390, -0.468], [-0.398, -1.062, -0.527], [-0.260, 1.470, -1.013], [-0.395, 0.023, 0.188], [0.036, 0.031, 0.041], [-0.021, -0.148, 0.101], [0.573, 0.610, 0.508], [0.201, -0.186, -0.417], [-0.943, -1.180, -0.813], [0.633, -0.292, 0.944], [0.226, -0.390, -0.497], [0.186, 0.025, -0.191], [-0.629, -0.304, 0.269], [0.045, 0.049, -0.125], [0.086, -0.291, -0.227], [0.461, -0.216, -0.115], [-0.280, -0.175, 0.203], [1.682, -0.606, 0.617], [0.349, 0.205, 0.253], [-3.458, -0.015, -0.730], [1.206, 0.818, 1.727], [0.026, 0.023, 0.386], [-0.381, 0.104, 0.186], [0.062, -0.198, 0.030], [-0.101, -0.137, -0.096], [-1.552, 0.759, -2.401], [-0.803, 0.511, 0.355], [0.186, 0.231, -0.084], [-0.025, -0.031, -0.042], [0.197, 0.070, -0.010], [0.171, 0.004, -0.009], [0.385, 0.428, 0.282], [-0.921, 0.314, 1.250], [0.490, 0.265, -0.160], [-0.418, -0.290, 0.352], [-0.171, 0.114, 0.058], [-0.269, 0.104, -0.245], [0.424, -0.220, -1.011], [0.162, 0.098, -0.031]], "spin_multiplicity": 2, "s_squared": 0.7648, "e_tot_ha": -6168.598778, "e_homo_ev": [-4.87, -4.66], "orbital_gap_ev": [4.028, 3.817]}

2.
{"formula": "C39H48N6O2TeV", "method": "wB97M-V/def2-TZVPD", "elements": ["C", "H", "H", "C", "C", "H", "H", "C", "H", "C", "H", "C", "C", "H", "C", "H", "H", "O", "C", "C", "C", "C", "C", "C", "H", "H", "C", "C", "H", "N", "H", "V", "H", "H", "H", "Te", "H", "H", "H", "H", "H", "H", "C", "H", "C", "C", "C", "C", "C", "H", "C", "H", "N", "C", "C", "N", "H", "H", "C", "C", "C", "H", "H", "H", "H", "H", "C", "H", "H", "N", "C", "N", "C", "H", "C", "H", "C", "H", "H", "H", "O", "H", "N", "H", "C", "H", "H", "C", "C", "H", "H", "H", "H", "C", "H", "C", "C"], "xyz": [[-2.8063, -0.5110, 1.9090], [-0.7006, -4.0603, 7.4205], [-3.2753, 1.5465, -0.4431], [0.4166, 1.7187, -7.0873], [1.0121, 3.7745, 0.4685], [1.5836, 1.1329, 1.9883], [-0.0216, -0.7686, -6.0803], [-0.6685, 2.1103, 0.5745], [-2.4191, -0.7948, 5.9821], [-1.3868, 2.7236, -0.4736], [-0.1434, -0.1500, 6.6370], [4.1934, -0.9709, -1.3138], [-1.7785, -0.0651, 5.3728], [4.9921, -0.9799, 0.6760], [4.1262, -1.0815, 0.0592], [-0.2259, 2.0169, -3.3180], [-2.7196, -1.4821, -4.0220], [5.5258, -0.8881, -3.4267], [0.5509, -1.2281, -2.1545], [-0.3046, -0.2638, 5.5979], [-0.9252, 3.9198, -0.9804], [0.6349, -3.3980, 3.4693], [-2.8553, -2.7085, 1.9755], [1.1094, 2.0945, 2.2826], [-2.7040, 1.6453, 1.8229], [-1.9782, 1.0169, -1.4055], [-1.7614, -1.4389, -2.0964], [3.0039, -1.0910, -2.0000], [2.7157, -1.4483, 1.6782], [0.1797, -1.5975, 5.2098], [-3.9789, 2.0602, -2.8296], [-0.2987, -1.2977, 0.7484], [6.3800, -1.1318, -1.6535], [5.3940, -0.0509, -3.9152], [-2.5377, -1.6173, -1.3456], [2.9292, 1.9303, -3.5189], [-0.1327, -4.1033, 3.7712], [0.2749, -1.9777, 7.2284], [-2.1062, 0.9952, 5.5404], [-4.5589, -0.3945, 3.3670], [-2.3367, 2.7211, -3.0391], [-1.7475, 1.9152, -7.3289], [-2.5068, 1.9071, -1.0808], [2.9945, 3.2121, 2.3809], [0.4602, 2.6760, 1.1257], [-0.0027, 1.8717, -4.3431], [0.2195, -2.5753, 6.2832], [-0.6398, -1.2999, -4.1881], [-2.2101, 0.7253, 1.6113], [3.0450, -1.0381, -3.1081], [-0.6066, -1.6103, -5.6472], [-3.6422, 3.5535, -2.0762], [1.7622, -1.3144, -0.0616], [5.5555, -0.6569, -2.0734], [-3.1528, 2.5575, -2.2662], [-0.5803, -1.3772, -1.4308], [2.5072, 1.6880, -6.6059], [1.9259, 3.6835, 3.6470], [0.3395, 4.3924, -0.5990], [1.8180, -1.1943, -1.4045], [1.3231, 1.8453, -4.7905], [-2.5479, -3.6961, 1.7225], [-2.0506, -0.2223, 4.3040], [5.8563, 0.3965, -1.9268], [-2.1098, 1.8465, -4.9127], [1.4478, -1.0392, -4.1146], [2.8814, -1.2749, 0.6611], [1.9789, 4.0930, 0.9196], [-1.8781, -1.0818, -7.0048], [-2.2450, -1.6767, 1.3815], [-3.8133, -0.9189, 2.8120], [0.4155, -1.1134, 2.9041], [1.5081, 1.7086, -6.2104], [-1.2848, -4.1042, 5.6561], [-1.0846, 1.8403, -5.2566], [-1.8518, -2.8741, 6.7179], [-1.7912, -1.3679, -3.4695], [-0.0819, -2.5401, -5.7904], [0.6444, 1.7376, -8.1940], [0.3432, 0.4886, 5.1013], [-1.8514, -1.7731, -6.2435], [-4.4432, -2.9149, 3.5093], [-1.0496, 0.8249, 1.0801], [1.5464, -3.8706, 3.8316], [-3.8018, -2.2960, 2.8720], [0.8466, -3.5157, 2.3366], [0.3090, 1.7469, 2.9394], [-0.9060, 1.8106, -6.6505], [0.4438, -1.9288, 3.9213], [2.6942, 2.1916, 3.8254], [0.2889, -0.1372, 3.1104], [1.2209, -3.1203, 6.3719], [-1.4245, 4.3646, -1.7946], [2.2040, 2.8273, 3.0525], [0.7342, 5.2648, -1.1370], [-0.9743, -3.4701, 6.4772], [0.5660, -1.0743, -3.5223]], "forces_ev_per_a": [[-0.849, -1.804, 0.357], [-0.734, 0.371, -1.422], [-0.491, -0.074, 1.100], [0.784, 0.294, -1.430], [0.277, 0.629, 0.276], [-0.197, 0.299, -0.163], [-0.206, -0.607, -0.159], [-0.308, -0.333, 0.134], [0.945, 1.178, -0.742], [-0.236, -0.925, 1.106], [0.597, 0.021, 1.068], [1.678, 0.302, -0.334], [-1.733, 0.036, -0.908], [0.496, -0.066, 0.295], [-0.475, 0.075, 0.364], [-0.044, -0.099, 1.005], [0.023, -0.045, 0.215], [-0.135, -0.222, -1.411], [0.237, 0.662, 0.261], [0.549, 0.235, -1.161], [1.498, -0.573, 0.377], [1.146, -0.300, -0.940], [1.033, -0.158, -0.751], [1.038, -1.979, 1.513], [-0.796, 0.643, 0.369], [-0.110, -0.412, -0.263], [1.430, 0.064, 1.714], [1.995, 0.343, -3.450], [0.152, 0.027, 1.540], [0.278, -0.466, -0.059], [0.753, -0.489, 0.817], [0.849, 0.637, -0.098], [1.165, -1.650, 0.976], [-0.320, -0.484, 0.408], [-0.496, 0.236, -0.995], [0.748, 0.278, 0.626], [-0.430, 0.322, -0.056], [-0.066, -0.320, -0.752], [0.389, -0.928, 0.353], [0.032, 0.915, 0.177], [-1.117, 0.129, 0.784], [0.143, -0.167, 0.055], [0.230, 0.244, -0.914], [-0.235, -0.465, 0.289], [0.218, 1.589, -1.805], [-0.762, 0.268, -1.956], [1.717, 0.192, 1.495], [0.879, -0.097, 0.025], [-0.160, 0.250, 0.167], [0.190, -0.023, 1.079], [0.920, 1.324, -0.108], [0.816, -0.691, 0.232], [-0.883, 0.221, 0.331], [-1.992, 1.893, 0.557], [-0.123, 1.570, -2.383], [-0.068, -0.119, -0.475], [0.235, -0.070, -0.075], [-0.748, 0.491, -0.088], [-0.046, 0.200, 0.536], [-1.199, -0.571, 1.807], [-0.599, -0.458, -1.803], [0.046, -0.664, -0.108], [0.277, -0.185, 0.774], [-0.770, 0.008, 0.396], [-0.009, 0.121, 0.314], [0.665, 0.314, -0.083], [0.116, 0.047, -2.050], [-0.861, 0.309, -1.013], [-0.224, -1.829, 2.054], [0.183, 0.720, 0.371], [-0.209, 0.542, -0.127], [0.028, -0.441, 0.014], [-1.221, 0.320, 0.913], [0.390, -0.302, -0.118], [0.360, 0.020, -0.331], [-0.049, 0.094, 0.110], [-1.974, -0.517, 0.161], [0.674, -0.359, 0.113], [-0.321, -0.149, 1.290], [-0.575, -0.205, 0.127], [-0.842, 2.218, -2.442], [0.296, 0.272, -0.464], [0.454, -0.746, -1.039], [0.261, 0.323, 0.639], [-1.066, -0.477, 0.829], [-0.889, 0.749, 1.703], [0.028, 0.284, 0.448], [0.707, -0.112, 1.116], [-0.852, -0.551, -1.641], [-0.299, -0.044, -0.816], [-0.157, 0.243, 0.459], [-1.311, 0.391, -0.828], [-0.514, 0.582, -0.726], [0.952, 0.178, 0.259], [0.036, -0.478, 0.448], [0.060, -0.675, 1.610], [-1.274, -1.334, -0.069]], "spin_multiplicity": 4, "s_squared": 3.7580, "e_tot_ha": -3205.915793, "e_above_lowest_kcal_mol": 17.4, "e_homo_ev": [-5.51, -5.51], "orbital_gap_ev": [5.290, 5.295]}